Density functional theory data (the ωB97M-V functional and the def2-TZVPD basis) for a 12-piece molecular cluster, C32H62Br24FIN3 overall in a non-equilibrium geometry.

XYZ file:
```
123
Properties=species:S:1:pos:R:3:lowdin_charge:R:1
C -4.21 -2.78 0.13 -0.41
C -3.03 -1.89 -0.16 -0.36
C -1.47 -2.27 0.26 -0.18
N -1.30 -3.66 -0.37 0.10
C -1.11 -4.66 0.75 -0.14
N -1.07 -6.05 0.73 0.09
N -0.90 -3.80 2.02 0.12
C -1.10 -2.31 1.89 -0.33
F -2.35 -1.69 2.45 -0.07
C 0.17 -1.28 2.01 -0.16
C 0.86 -1.19 3.49 -0.70
C 0.91 0.42 3.94 -0.22
I -0.21 -2.22 5.10 0.83
H -5.31 -2.35 0.29 0.08
H -4.11 -3.96 0.19 0.12
H -3.29 -0.89 -0.77 -0.06
H -0.66 -1.66 -0.36 0.10
H -1.98 -3.91 -1.13 0.14
H -0.13 -6.53 0.64 0.15
H -1.91 -6.68 0.76 -0.03
H -1.41 -4.30 2.79 -0.02
H 1.02 -1.63 1.26 0.13
H -0.12 -0.16 1.71 0.13
H 1.99 -1.55 3.51 0.10
H -0.15 0.80 4.33 0.06
H 1.26 1.11 3.05 0.07
H 1.62 0.50 4.89 0.05
Br -1.75 3.35 3.41 0.60
C -0.72 4.99 3.12 -0.67
C 0.70 4.68 2.73 -0.67
Br 1.75 4.13 4.28 0.64
H -0.81 5.58 4.03 0.06
H -1.24 5.50 2.30 0.07
H 1.20 5.57 2.35 0.06
H 0.79 3.87 1.99 0.05
Br -4.60 -8.43 -3.01 0.61
C -2.89 -9.16 -2.43 -0.69
C -3.03 -9.91 -1.13 -0.66
Br -3.18 -8.69 0.39 0.69
H -2.19 -8.32 -2.37 0.05
H -2.58 -9.83 -3.23 0.06
H -2.13 -10.51 -0.93 0.06
H -3.91 -10.57 -1.10 0.06
Br 0.60 -1.54 -2.95 0.62
C 2.33 -0.64 -3.02 -0.68
C 2.90 -0.45 -1.63 -0.68
Br 2.02 1.02 -0.70 0.59
H 2.18 0.29 -3.56 0.01
H 2.97 -1.30 -3.61 0.07
H 3.95 -0.16 -1.69 0.06
H 2.80 -1.33 -1.00 0.05
Br 4.32 -0.13 6.40 0.61
C 3.93 1.78 6.23 -0.74
C 5.05 2.62 6.79 -0.68
Br 5.01 2.65 8.74 0.64
H 2.97 1.95 6.72 0.05
H 3.82 1.95 5.15 0.03
H 4.94 3.66 6.49 0.06
H 6.05 2.27 6.50 0.06
Br -2.79 -3.49 8.12 0.61
C -4.17 -3.96 6.83 -0.68
C -3.87 -5.28 6.15 -0.66
Br -2.49 -5.07 4.79 0.62
H -4.26 -3.12 6.13 0.06
H -5.10 -4.03 7.41 0.06
H -4.75 -5.64 5.61 0.06
H -3.53 -6.05 6.84 0.06
Br 4.04 3.37 -3.09 0.61
C 4.36 2.80 -4.93 -0.68
C 3.33 3.40 -5.87 -0.67
Br 1.62 2.48 -5.73 0.59
H 4.36 1.71 -4.93 0.05
H 5.36 3.17 -5.17 0.06
H 3.64 3.27 -6.91 0.06
H 3.14 4.46 -5.68 0.05
Br -4.64 2.46 1.69 0.60
C -6.03 2.00 0.41 -0.68
C -5.73 0.68 -0.27 -0.65
Br -4.34 0.88 -1.63 0.70
H -6.11 2.83 -0.29 0.06
H -6.95 1.93 0.99 0.06
H -6.60 0.32 -0.81 0.07
H -5.38 -0.09 0.42 0.04
Br 9.70 4.67 10.53 0.60
C 7.93 4.01 11.01 -0.71
C 7.01 5.14 11.39 -0.71
Br 7.40 5.80 13.18 0.60
H 8.08 3.27 11.81 0.06
H 7.57 3.49 10.12 0.00
H 5.97 4.79 11.43 0.05
H 7.07 5.99 10.71 0.05
Br -4.49 -2.36 -1.70 1.08
C -4.18 -2.92 -3.54 -0.54
C -5.21 -2.32 -4.48 -0.72
Br -6.92 -3.25 -4.34 0.62
H -4.18 -4.01 -3.54 0.06
H -3.18 -2.56 -3.78 0.05
H -4.90 -2.45 -5.52 -0.03
H -5.40 -1.26 -4.29 0.05
Br -3.57 -1.01 -7.32 0.66
C -2.51 -2.25 -8.40 -0.67
C -2.58 -3.65 -7.84 -0.68
Br -1.45 -3.84 -6.26 0.60
H -1.50 -1.85 -8.45 0.06
H -2.96 -2.21 -9.40 0.06
H -2.19 -4.37 -8.56 0.06
H -3.59 -3.95 -7.54 0.05
Br 4.39 8.24 -4.12 0.59
C 5.63 8.33 -2.62 -0.69
C 5.50 7.11 -1.73 -0.70
Br 3.91 7.22 -0.61 0.58
H 5.43 9.27 -2.10 0.05
H 6.63 8.37 -3.07 0.06
H 6.34 7.06 -1.03 0.06
H 5.43 6.18 -2.29 0.02
Br 1.42 2.97 -9.84 0.59
C -0.35 3.78 -9.81 -0.69
C -0.27 5.26 -9.50 -0.69
Br 0.06 5.57 -7.61 0.59
H -0.95 3.22 -9.08 0.05
H -0.76 3.62 -10.81 0.06
H -1.23 5.75 -9.71 0.06
H 0.52 5.77 -10.05 0.05
```

## Properties
LUMO energy, Ha: -0.133
E_tot, eV: -1730480.87926
Maximum force, eV/Å: 10.6
Total charge: +1

***

Density functional theory data (the ωB97M-V functional and the def2-TZVPD basis) for a 5-piece molecular cluster, C32H62ClFN6O2PS overall in a non-equilibrium geometry.

XYZ file:
```
106
Properties=species:S:1:pos:R:3:lowdin_charge:R:1
C 0.84 -5.77 3.07 -0.15
C 1.19 -4.45 2.39 -0.53
S 0.33 -4.18 0.83 0.89
C -1.39 -3.81 1.26 -0.42
C -1.59 -2.31 1.53 -0.25
C -1.40 -1.87 3.00 -0.30
N -0.12 -1.32 3.36 0.10
C -2.68 -1.02 3.25 -0.12
N -3.06 -0.47 1.95 -0.31
C -2.19 0.68 1.47 -0.19
C -1.83 1.75 2.47 -0.17
C -0.85 2.71 1.73 -0.17
C 0.61 2.48 2.11 -0.16
C 1.31 1.40 1.28 -0.22
O 0.89 1.44 -0.08 -0.19
C 0.83 0.15 -0.67 -0.08
P -4.69 0.35 2.22 0.70
O -5.63 -0.88 2.68 -0.30
Cl -5.39 0.66 0.32 0.38
C -2.86 -1.59 0.94 -0.20
C -4.03 -2.44 0.46 -0.10
C -4.64 -3.46 1.43 -0.36
C -6.16 -3.55 1.30 -0.02
F -4.14 -4.73 1.15 -0.02
H -0.01 -5.65 3.73 0.06
H 1.68 -6.16 3.62 0.07
H 0.62 -6.50 2.29 0.06
H 1.09 -3.61 3.06 0.04
H 2.24 -4.48 2.11 0.05
H -1.65 -4.37 2.16 0.08
H -1.99 -4.16 0.44 0.06
H -0.76 -1.87 0.99 0.08
H -1.56 -2.75 3.62 0.14
H 0.12 -1.64 4.29 0.09
H -0.11 -0.31 3.38 0.05
H -2.59 -0.30 4.05 0.13
H -3.40 -1.73 3.64 0.11
H -2.67 1.16 0.63 0.11
H -1.26 0.28 1.09 0.10
H -2.66 2.34 2.83 0.10
H -1.29 1.35 3.32 0.09
H -1.10 3.73 1.99 0.12
H -1.01 2.61 0.67 0.11
H 1.14 3.40 1.92 0.11
H 0.74 2.27 3.16 0.11
H 1.13 0.40 1.68 0.09
H 2.37 1.62 1.31 0.12
H -0.15 -0.32 -0.52 0.06
H 1.59 -0.49 -0.26 0.10
H 0.95 0.24 -1.74 0.07
H -5.70 -0.78 3.65 0.09
H -2.46 -1.16 0.04 0.14
H -4.83 -1.85 0.05 0.06
H -3.63 -3.02 -0.36 0.14
H -4.41 -3.24 2.47 0.12
H -6.53 -3.08 0.39 0.08
H -6.43 -4.60 1.23 0.09
H -6.67 -3.15 2.16 0.07
C 1.36 3.61 -3.26 -0.13
C 1.28 3.49 -4.77 -0.27
C 0.07 2.68 -5.24 -0.19
C 0.15 1.28 -4.83 -0.23
N 0.21 0.18 -4.51 0.14
H 1.50 2.63 -2.79 0.06
H 2.20 4.24 -2.97 0.08
H 0.45 4.05 -2.85 0.04
H 2.20 3.04 -5.15 0.11
H 1.21 4.49 -5.20 0.08
H 0.00 2.72 -6.33 0.12
H -0.85 3.12 -4.84 0.11
C 3.07 -5.57 -2.47 -0.11
C 4.16 -4.57 -2.84 -0.26
C 5.37 -4.67 -1.92 -0.19
C 5.04 -4.29 -0.55 -0.23
N 4.77 -3.98 0.53 0.14
H 2.68 -5.36 -1.48 0.05
H 2.24 -5.51 -3.17 0.07
H 3.44 -6.60 -2.49 0.08
H 3.75 -3.56 -2.82 0.11
H 4.48 -4.75 -3.87 0.11
H 6.17 -4.02 -2.28 0.12
H 5.77 -5.69 -1.92 0.12
C -1.37 7.89 -7.12 -0.11
C -2.40 6.99 -6.45 -0.26
C -2.41 7.12 -4.93 -0.19
C -1.17 6.64 -4.32 -0.20
N -0.19 6.27 -3.85 0.18
H -0.36 7.62 -6.83 0.07
H -1.44 7.80 -8.21 0.07
H -1.53 8.93 -6.86 0.08
H -2.22 5.95 -6.73 0.11
H -3.40 7.25 -6.82 0.11
H -3.24 6.54 -4.51 0.12
H -2.58 8.16 -4.64 0.12
C 4.39 0.00 4.83 -0.11
C 4.86 0.35 3.43 -0.26
C 5.45 1.76 3.33 -0.19
C 4.45 2.80 3.58 -0.23
N 3.67 3.62 3.78 0.15
H 3.58 0.65 5.16 0.07
H 4.03 -1.03 4.87 0.07
H 5.21 0.09 5.55 0.08
H 4.02 0.26 2.73 0.09
H 5.62 -0.36 3.11 0.11
H 5.86 1.92 2.33 0.12
H 6.27 1.88 4.04 0.12
```

## Properties
LUMO energy, Ha: -0.098
E_tot, eV: -82582.83452
Maximum force, eV/Å: 1.7
Total charge: +1